No. 1
The following is a DFT calculation (the ωB97M-V functional and the def2-TZVPD basis) of a cluster of 2 separate species, C3H2O in total at a distorted geometry.

Values from the calculation:
Charge: 0
E (eV): -5180.704
ΔE to the lowest compared entry with this formula, charge and spin (eV): 7.487
Strongest force on any atom (hartree/bohr): 0.16450
Multiplicity: 1
Gap between HOMO and LUMO (spin up / spin down) (eV): 7.7 / 9.1

Structure (XYZ):
```
6
Properties=species:S:1:pos:R:3:lowdin_charge:R:1
C -3.1562 -0.1257 -0.1391 -0.129
C -4.1988 0.3746 -0.1360 -0.001
C -0.2576 -0.1186 0.0171 -0.040
O -1.3274 -0.5852 0.3644 -0.057
H 0.5391 0.1320 0.9333 0.148
H 0.1104 0.2024 -0.9320 0.080
```

***

No. 2
The following is a DFT calculation (the ωB97M-V functional and the def2-TZVPD basis) of a structure of composition C3H9NO3 at a distorted geometry.

Values from the calculation:
Charge: 0
E (eV): -10885.387
ΔE to the lowest compared entry with this formula, charge and spin (eV): 5.195
Strongest force on any atom (hartree/bohr): 0.07317
Multiplicity: 1
Gap between HOMO and LUMO (eV): 10.0

Structure (XYZ):
```
16
Properties=species:S:1:pos:R:3:lowdin_charge:R:1
C 1.6320 1.1226 -0.3280 -0.006
C 0.7468 -1.4168 -0.1240 -0.220
C 0.7839 0.0766 0.3097 -0.314
N -2.0532 0.6537 0.2817 -0.004
O -0.4405 -1.9725 0.2749 -0.055
O 0.0826 0.3068 1.3723 -0.036
O -1.2182 0.3921 -0.8650 -0.281
H 1.9049 0.7488 -1.3280 0.088
H 2.6385 1.0743 0.1761 0.116
H 0.9351 1.9674 -0.3554 0.098
H 0.9537 -1.5563 -1.1664 0.115
H 1.4554 -2.1124 0.2182 0.114
H -2.2315 1.5946 0.1125 0.094
H -2.8795 0.1211 0.5123 0.129
H -1.2185 -1.5676 -0.1508 0.079
H -1.0917 0.5675 1.0598 0.082
```